--- one ---
Entry from the OMol25 dataset: one molecule with the formula C3H3NO2 (ωB97M-V with the def2-TZVPD basis set).

The calculation puts the orbital gap (spin up / spin down) at 8.19 / 7.89 eV. As for the LUMO energy (spin up / spin down): -0.02 / -0.30 eV.

Geometry as ORCA input:
```
! RIJCOSX wB97M-V def2-TZVPD def2/J DEFGRID3
* xyz 0 1
H -1.37 1.02 -0.60
H -0.49 0.02 -1.80
O 1.51 -2.01 0.09
C 0.43 1.08 1.12
C -0.88 0.06 -0.79
O 1.05 1.55 1.99
N 0.22 -0.04 0.18
H -1.59 -0.75 -0.63
C 1.11 -0.93 0.44
*
```

--- two ---
Entry from the OMol25 dataset: a 2-piece molecular cluster, C3H3NO2 overall (ωB97M-V with the def2-TZVPD basis set).

The calculation puts the orbital gap at 8.50 eV. As for the LUMO energy: -0.98 eV.

Geometry as ORCA input:
```
! RIJCOSX wB97M-V def2-TZVPD def2/J DEFGRID3
* xyz 0 1
H -0.72 1.31 -0.50
H -1.61 -1.21 -0.16
C -0.91 0.44 -0.04
C 1.90 0.42 0.01
H -1.18 0.54 0.98
N 2.60 1.33 0.14
O -1.81 -0.43 -0.61
O 0.81 -1.79 0.21
C 0.92 -0.61 -0.02
*
```

two has the most favorable energy; the next structure is 0.0228 hartree above.

--- one ---
Entry from the OMol25 dataset: a 7-piece molecular cluster, C24H67N5O7 overall (ωB97M-V with the def2-TZVPD basis set).

The calculation puts the orbital gap at 9.41 eV. As for the LUMO energy: 0.56 eV. The structure (SMILES) is COC[C@H](C)N.COC[C@H](C)N.COC[C@H](C)N.COC[C@H](C)N.COC[C@H](C)N.CCO.CCO.

Geometry as ORCA input:
```
! RIJCOSX wB97M-V def2-TZVPD def2/J DEFGRID3
* xyz 0 1
H 8.36 8.30 8.64
H -3.51 -0.48 -7.53
H -3.23 -3.66 -4.13
H -7.23 -4.21 5.82
H -2.66 -1.75 -5.68
H 0.57 9.29 -6.60
H -4.64 -4.20 -5.20
H 2.59 0.15 1.02
H -8.02 -6.08 10.08
H 2.47 -9.66 2.86
H 2.36 1.41 2.23
C 0.95 -8.33 4.75
C -4.01 0.72 -5.77
H 1.54 8.11 -8.35
O -5.85 -5.32 6.87
C -6.39 -4.89 5.66
H 2.60 7.27 -7.35
H -0.24 1.18 1.62
H -0.23 -9.43 1.59
H 0.57 -5.81 4.36
H -7.50 -3.83 9.94
H -6.03 -6.48 8.67
H 4.73 0.87 -9.17
H -4.85 -3.60 -3.51
O -4.52 -2.19 -4.90
H -8.44 -5.35 7.41
H 10.56 6.72 7.24
H 2.39 0.98 -11.72
H 3.54 3.31 2.45
H 3.24 1.18 -8.24
H 9.17 7.15 6.32
C 2.99 -0.08 -10.05
H 2.04 -5.99 3.62
C 9.76 7.45 7.18
H -5.99 -1.00 -6.21
H 9.91 7.71 9.41
O 3.82 1.86 0.97
C -3.69 -1.92 -5.99
H 1.14 7.89 -2.98
H 1.14 1.15 -1.50
H -9.49 -5.75 9.70
H -4.50 0.50 -4.82
C -0.21 -9.54 2.67
N -8.65 -6.14 9.29
H 0.01 -10.53 3.07
H 3.55 8.15 -3.81
C -7.88 -5.36 8.34
H 3.51 -0.83 -10.64
H 0.48 -7.41 2.84
C 3.79 0.44 -8.83
H 0.34 9.34 -3.54
H 2.05 -0.55 -9.75
H -5.79 -4.45 4.86
H 2.57 2.16 -1.14
C -6.58 -6.06 7.82
N 1.61 1.89 -0.99
H -7.03 -3.36 8.33
C 1.41 1.92 0.44
H -1.26 -9.36 2.90
H -4.16 1.68 -6.27
C 3.92 3.18 1.44
C 2.53 1.23 1.16
C 1.81 8.44 -4.86
H -6.77 -5.85 5.31
C 0.70 8.36 -3.86
H 1.98 7.39 -5.09
O 1.79 -7.22 5.28
H 1.38 2.96 0.76
H -5.81 0.38 -6.94
N 2.03 -8.81 2.54
H -2.95 0.65 -5.54
O 8.38 6.38 9.00
H 2.87 -8.25 2.52
C 2.50 8.23 -7.85
H 1.08 -9.34 5.14
H 1.34 10.38 -5.65
N 3.01 8.91 -4.18
H -0.11 7.70 -4.18
H 2.02 -5.05 5.06
H 3.58 9.29 -4.92
C -4.15 -0.50 -6.65
H -6.91 -6.99 7.37
H 0.03 -7.96 5.21
H 0.05 0.22 0.17
C 9.16 7.57 8.63
H -8.67 -3.37 8.97
H 3.28 8.21 -8.60
O 2.93 1.08 -10.94
N -5.55 -0.59 -7.03
H -0.85 1.71 0.10
C -4.27 -3.53 -4.43
C 0.78 -8.40 3.20
O 2.51 9.36 -7.04
C 1.51 9.38 -6.04
H 3.98 -0.33 -8.08
H 10.19 8.36 6.76
C 0.01 1.23 0.57
H 9.02 5.78 9.41
C -7.76 -3.95 8.89
H 3.34 3.87 0.82
H 4.99 3.40 1.40
C 1.62 -5.97 4.63
H -3.75 -2.70 -6.75
*
```

--- two ---
Entry from the OMol25 dataset: a 7-piece molecular cluster, C24H67N5O7 overall (ωB97M-V with the def2-TZVPD basis set).

The calculation puts the orbital gap at 9.34 eV. As for the LUMO energy: 0.44 eV. The structure (SMILES) is COC[C@H](C)N.COC[C@H](C)N.COC[C@H](C)N.COC[C@H](C)N.COC[C@H](C)N.CCO.CCO.

Geometry as ORCA input:
```
! RIJCOSX wB97M-V def2-TZVPD def2/J DEFGRID3
* xyz 0 1
C 4.66 4.82 -2.00
C -1.22 -2.16 4.91
O -4.30 -1.29 2.65
C -0.08 -4.72 0.54
H 0.24 4.81 -0.78
H -1.12 0.10 -0.62
N -1.49 -3.56 4.52
H 2.86 -4.07 -4.66
H 1.87 -5.23 -0.22
H -4.05 7.20 2.27
H 1.36 -2.84 1.29
O 4.85 3.41 -2.04
H 1.60 4.87 0.35
O -0.35 -2.26 -5.48
H -0.47 -4.40 1.51
O -0.41 -3.94 -0.60
C 1.46 -4.79 0.69
H -1.36 2.28 -1.67
C -0.19 -2.10 6.03
H -4.19 4.88 1.73
C 1.37 -2.74 -3.88
C -0.47 1.70 -1.94
H 0.32 2.45 -1.86
C 0.74 5.43 -0.02
H -0.06 1.71 2.96
C -1.24 6.49 0.70
C -3.98 -0.23 1.75
C -5.15 -0.11 0.78
H -3.06 -0.47 1.21
H 0.13 -1.87 3.24
C 1.74 -5.61 1.94
C 3.83 2.66 -1.42
H -1.25 0.62 2.15
C -0.21 0.67 -0.84
H -2.16 -3.57 3.75
C -1.80 -3.76 -0.72
H -5.03 -0.94 3.18
H 0.52 0.23 2.19
N 3.51 0.57 -0.16
N 1.68 -2.78 -2.43
H -6.08 0.10 1.31
H 4.01 -0.28 0.10
H 1.43 -1.84 -2.10
H 1.16 -6.53 1.97
C -0.10 -2.41 -4.09
H -0.49 -5.72 0.35
H -0.82 -3.14 -3.69
H -5.02 0.76 0.12
H -1.46 6.53 -0.38
H -2.66 8.06 2.40
H 0.94 -3.35 -2.01
H 1.08 6.40 -0.41
O -0.48 -0.08 3.91
H -1.67 -1.72 -6.91
H 1.58 -5.06 2.87
H 0.01 -1.06 6.27
H -0.32 -1.43 -3.63
H 4.89 -0.55 -2.23
H 1.70 0.15 -0.81
H 2.78 -5.94 1.89
H 1.30 -4.12 -5.53
H -2.13 -1.64 5.26
H 5.47 5.27 -2.57
C 4.35 1.26 -1.16
H -1.56 -1.49 2.87
H 5.05 0.97 -3.17
H 1.46 -4.87 -3.91
H 0.68 -2.70 5.76
H 2.88 2.76 -1.96
H -2.40 -2.57 -5.53
H -1.82 -0.84 -5.42
C -1.64 -1.84 -5.83
H -2.29 -3.49 0.22
C 4.46 0.43 -2.44
H -0.84 7.49 0.92
H -1.98 5.86 2.53
H -3.75 0.69 2.29
H 5.38 1.37 -0.80
H 4.65 5.11 -0.95
H -2.07 -3.90 5.30
H 3.67 5.08 -2.39
H -0.57 1.36 -2.97
H -2.84 4.21 0.86
H -1.99 -2.86 -1.31
H 3.56 1.17 0.67
C -0.32 0.68 2.73
C -2.44 6.19 1.59
N -3.20 7.45 1.79
C -0.79 -1.43 3.65
O 0.87 -0.16 -1.21
O -0.22 5.55 1.02
H -3.87 5.54 0.14
H 1.99 -1.91 -4.24
C -3.38 5.15 1.04
N 2.04 -3.44 0.81
H -5.25 -1.00 0.17
H -0.67 -2.56 6.89
H 3.60 3.17 -0.47
H 2.01 -3.04 -0.12
H 0.05 1.17 0.10
H -2.29 -4.65 -1.13
C 1.78 -4.04 -4.55
H 3.47 0.26 -2.88
*
```

--- three ---
Entry from the OMol25 dataset: C24H67N5O7 as an isolated structure (ωB97M-V with the def2-TZVPD basis set).

The calculation puts the orbital gap at 7.35 eV. As for the LUMO energy: 0.32 eV.

Geometry as ORCA input:
```
! RIJCOSX wB97M-V def2-TZVPD def2/J DEFGRID3
* xyz 0 1
H -2.38 -2.72 -5.58
O -0.79 -2.04 -1.42
C -2.77 -0.25 -4.30
C 3.80 0.47 3.17
H 2.48 -0.44 1.76
N 4.60 -0.10 4.26
H 5.20 0.51 1.55
C 0.70 2.08 2.78
H -2.43 0.76 -4.09
C 1.87 -0.12 -3.10
H -4.50 0.15 2.91
H -0.72 0.38 -5.86
H -3.94 2.61 1.08
H 3.12 -0.94 0.34
H -5.57 2.57 0.70
H 1.51 0.62 4.35
C -1.58 -1.15 -4.69
H 3.00 1.07 3.60
H 0.61 1.28 -0.45
H -6.09 0.14 2.19
N -4.80 2.09 1.16
C 3.17 -0.78 2.54
H -3.49 -0.24 -5.11
C 3.04 1.72 0.32
H 0.70 -0.48 -1.22
H 5.26 -0.71 3.79
C 0.56 0.48 -2.64
C 4.69 1.22 2.20
C 1.60 -2.53 3.18
H 4.64 -0.35 -0.37
H -1.26 -3.16 -3.16
O -0.09 0.26 -3.84
H 2.90 4.55 0.69
C -4.72 0.70 0.82
C 1.96 2.78 -0.12
H 0.37 0.70 -4.56
C 0.89 0.67 3.45
C -1.17 -0.11 0.92
H 2.81 1.34 1.31
H 2.07 3.02 -1.18
C -0.12 -1.13 0.74
H 1.57 -0.01 0.92
H -1.35 0.17 1.96
H -2.08 -0.46 0.43
C 0.36 -1.40 -0.74
H 2.35 0.58 -3.78
C -0.89 -0.69 -5.99
H 1.82 3.66 1.77
H -0.08 -0.12 -1.99
H -0.84 -1.21 -3.89
H -3.25 -0.48 -0.06
H -2.68 -2.61 -4.05
H 1.23 4.70 0.40
H -3.90 -0.18 -1.28
H 5.47 1.76 2.75
O 2.17 -1.20 3.47
H 0.85 -0.44 2.39
H -0.06 2.85 -0.36
C -0.42 -2.72 -2.62
H -5.62 -2.05 3.81
H 4.09 2.02 0.34
C -3.30 0.56 0.25
H -0.43 -2.06 1.21
H -3.87 -2.34 3.37
H 2.31 -0.14 -2.10
H 4.21 1.96 1.57
H 1.20 -2.10 -0.73
N -1.90 -2.59 -4.70
H 2.31 -3.34 3.33
H -2.59 -1.34 -1.29
H -2.60 0.78 1.05
H 0.09 -1.12 -6.17
O -4.86 -1.56 1.86
N 0.63 2.19 -0.02
C 1.98 3.98 0.74
H -5.46 0.52 0.04
O 2.89 0.73 -0.68
H 3.67 -1.70 2.26
H 1.30 -2.62 2.13
H 0.34 -3.43 -2.31
O -3.46 -0.73 -3.13
C -3.00 -0.48 -1.82
C 3.59 -0.54 -0.56
H -0.99 0.93 0.63
H 3.50 -1.22 -1.41
H -1.52 -1.04 -6.81
H 1.64 2.62 2.69
O 0.02 2.02 1.58
H 0.73 2.36 1.04
H 1.91 -1.15 -3.46
H 0.59 1.48 -2.20
H -2.11 0.13 -1.66
H 4.01 -0.80 4.67
C -5.06 -0.18 2.03
H -0.10 0.24 3.61
H 0.04 -2.12 -3.41
H -3.15 1.21 -0.61
N 1.09 -0.73 1.45
H 1.43 0.10 2.70
H 0.23 2.71 3.54
C -4.91 -2.32 3.03
H 0.70 -2.59 3.80
H -5.00 -3.40 2.91
*
```

two has the most favorable energy; the next structure is 0.1905 hartree above.

--- one ---
Entry from the OMol25 dataset: one molecule with the formula C5H12O2 (ωB97M-V with the def2-TZVPD basis set).

The calculation puts the orbital gap at 10.78 eV. As for the LUMO energy: 0.94 eV. The structure (SMILES) is COC[C@@H](C)CO.

Geometry as ORCA input:
```
! RIJCOSX wB97M-V def2-TZVPD def2/J DEFGRID3
* xyz 0 1
H 0.26 -1.59 1.18
H -1.75 1.56 2.29
C 0.89 -1.39 -0.64
C -0.97 0.81 2.50
C -0.03 0.33 -2.25
H -0.90 1.54 -0.05
H 1.89 -0.91 -0.63
H -0.80 1.10 -2.41
H 0.78 1.15 0.43
O 0.69 -2.16 0.53
H -1.16 -0.82 -0.82
C -0.19 -0.32 -0.87
H -1.34 0.12 3.27
O -0.71 0.03 1.36
H 0.95 0.81 -2.38
H -0.15 -0.43 -3.03
H 0.88 -2.10 -1.48
H -0.07 1.31 2.86
C -0.22 0.72 0.24
*
```

--- two ---
Entry from the OMol25 dataset: C5H12O2 as an isolated structure (ωB97M-V with the def2-TZVPD basis set).

The calculation puts the orbital gap at 9.32 eV. As for the LUMO energy: 0.80 eV.

Geometry as ORCA input:
```
! RIJCOSX wB97M-V def2-TZVPD def2/J DEFGRID3
* xyz 0 1
H -0.53 0.95 2.19
C 0.05 1.06 1.26
C -0.16 -1.41 0.26
O 0.36 0.37 -1.08
H -0.41 -2.62 -1.55
H -1.04 -1.07 -2.20
O 1.08 -1.68 0.86
C -0.13 2.48 0.73
H 0.17 3.23 1.47
C -0.20 -1.59 -1.71
H 1.24 -0.01 -0.89
H 0.64 -1.51 -2.45
H -1.18 2.67 0.46
H -1.51 0.18 0.03
H 1.09 0.86 1.52
C -0.42 0.05 0.22
H -0.95 -2.10 0.63
H 0.47 2.63 -0.18
H 1.42 -2.47 0.43
*
```

--- three ---
Entry from the OMol25 dataset: C5H12O2 as an isolated structure (ωB97M-V with the def2-TZVPD basis set).

The calculation puts the orbital gap at 9.92 eV. As for the LUMO energy: 0.79 eV.

Geometry as ORCA input:
```
! RIJCOSX wB97M-V def2-TZVPD def2/J DEFGRID3
* xyz 0 1
H 1.06 0.94 1.28
H -2.10 1.07 -0.60
O 1.28 0.49 0.43
H 1.37 -2.15 -0.61
H 1.74 -0.72 1.05
H -1.30 -1.43 0.98
H 0.08 -0.13 -1.42
H 0.54 2.59 -0.18
C -0.59 -1.45 0.12
H 0.62 -3.33 0.51
C -0.40 2.40 -0.70
H -1.04 3.28 -0.62
O 1.64 -1.74 1.38
C 0.88 -2.27 0.37
C -1.11 1.16 -0.14
H -1.29 1.24 0.94
C -0.26 -0.07 -0.38
H -0.99 -2.13 -0.65
H -0.16 2.24 -1.75
*
```

--- four ---
Entry from the OMol25 dataset: a 2-piece molecular cluster, C5H12O2 overall (ωB97M-V with the def2-TZVPD basis set).

The calculation puts the orbital gap at 11.76 eV. As for the LUMO energy: 0.93 eV. The structure (SMILES) is COC=O.CCC.

Geometry as ORCA input:
```
! RIJCOSX wB97M-V def2-TZVPD def2/J DEFGRID3
* xyz 0 1
C -1.07 -1.11 0.37
C 1.60 1.63 -1.16
H -0.13 -1.87 2.16
H 0.97 1.58 -2.05
H -1.91 -1.81 0.40
H 2.24 0.75 -1.11
H -0.40 -1.70 -1.61
C -0.01 -1.65 -0.60
H 0.32 -2.64 -0.30
H 0.86 -1.00 -0.60
H -0.92 1.92 0.91
H 2.23 2.52 -1.20
C -0.51 -0.93 1.77
H -1.51 -0.17 -0.04
C -0.49 1.80 -0.09
H -1.29 -0.58 2.45
O 0.83 1.68 0.03
O -1.12 1.81 -1.12
H 0.30 -0.21 1.77
*
```

four has the most favorable energy; the next structure is 0.0107 hartree above.

--- one ---
Entry from the OMol25 dataset: a 3-piece molecular cluster, C5H12O2 overall (ωB97M-V with the def2-TZVPD basis set).

The calculation puts the orbital gap at 9.88 eV. As for the LUMO energy: 0.66 eV. The structure (SMILES) is C=CCC=C.O.O.

Geometry as ORCA input:
```
! RIJCOSX wB97M-V def2-TZVPD def2/J DEFGRID3
* xyz 0 1
H 1.05 -2.07 -2.12
H 0.55 2.58 2.24
C 0.87 0.43 1.65
H 1.21 -2.75 -0.67
H -0.16 -0.81 0.26
H 2.08 1.90 2.43
C 1.08 1.65 2.17
C -1.09 1.42 -0.75
H -1.91 1.58 1.18
C -0.42 -0.09 1.09
H 1.72 -0.18 1.31
H -0.66 0.91 -1.59
H -1.75 2.17 -1.20
O -0.92 -1.31 -2.12
H -0.92 -0.52 1.99
C -1.22 1.04 0.51
O 1.65 -2.17 -1.30
H -1.84 -1.24 -2.28
H -0.27 -0.57 -2.21
*
```

--- two ---
Entry from the OMol25 dataset: a 2-piece molecular cluster, C5H12O2 overall (ωB97M-V with the def2-TZVPD basis set).

The calculation puts the orbital gap at 10.52 eV. As for the LUMO energy: 0.87 eV. The structure (SMILES) is C=C(C)CO.CO.

Geometry as ORCA input:
```
! RIJCOSX wB97M-V def2-TZVPD def2/J DEFGRID3
* xyz 0 1
H 3.09 -1.18 0.24
C 1.00 -0.68 0.44
O -1.30 0.99 -0.93
H 0.81 -2.64 -0.39
C -2.25 1.91 -0.41
H -0.58 0.92 -0.28
H 2.54 0.08 -0.86
H -2.72 1.55 0.51
H 0.65 -1.34 -1.57
H -1.41 -0.95 -0.72
H 2.79 0.46 0.85
O -1.02 -1.79 -0.42
H -1.79 2.89 -0.22
H -3.02 2.04 -1.17
C 0.32 -0.22 1.48
H 0.77 0.47 2.20
C 2.43 -0.30 0.16
H -0.70 -0.55 1.66
C 0.37 -1.65 -0.55
*
```

two has the most favorable energy; the next structure is 0.0643 hartree above.

--- one ---
Entry from the OMol25 dataset: a 2-piece molecular cluster, C5H12O2 overall (ωB97M-V with the def2-TZVPD basis set).

The calculation puts the orbital gap at 9.39 eV. As for the LUMO energy: 0.59 eV. The structure (SMILES) is CC/C=C\O.CO.

Geometry as ORCA input:
```
! RIJCOSX wB97M-V def2-TZVPD def2/J DEFGRID3
* xyz 0 1
C -1.20 1.08 0.06
O -1.92 0.19 0.83
H -1.53 -2.21 -2.29
C -0.90 -1.35 -2.00
H 0.24 0.03 2.00
O -0.11 -1.64 -0.87
H -0.61 -1.37 -0.09
H -1.55 -0.48 -1.85
H 0.61 1.93 -0.43
C 0.87 0.72 1.43
H -2.84 0.18 0.55
H -0.24 -1.12 -2.84
H -1.75 1.56 -0.75
H 2.01 -0.91 0.53
C 2.19 0.04 1.04
H 1.09 1.56 2.10
H 2.79 0.67 0.38
C 0.09 1.28 0.27
H 2.78 -0.16 1.94
*
```

--- two ---
Entry from the OMol25 dataset: one molecule with the formula C5H12O2 (ωB97M-V with the def2-TZVPD basis set).

The calculation puts the orbital gap at 10.83 eV. As for the LUMO energy: 1.00 eV. The structure (SMILES) is CO[C@@H](C)CCO.

Geometry as ORCA input:
```
! RIJCOSX wB97M-V def2-TZVPD def2/J DEFGRID3
* xyz 0 1
O 0.76 -0.67 -0.15
C -0.59 1.25 0.48
C 0.74 2.00 0.52
H -1.60 -1.00 1.43
H 1.58 -1.13 -1.99
H 1.76 0.46 0.98
H 1.13 2.17 -0.50
C 1.04 -1.61 -1.16
H -1.19 -2.14 0.16
H 1.66 -2.40 -0.73
H -1.34 1.89 -0.01
O 1.69 1.36 1.33
H 0.58 2.99 0.97
H -2.55 -1.04 -0.07
C -1.54 -1.12 0.34
H 0.12 -2.07 -1.56
C -0.56 -0.11 -0.24
H -0.92 1.12 1.52
H -0.76 0.06 -1.31
*
```

two has the most favorable energy; the next structure is 0.0185 hartree above.